Entry 1:
Formula: C22H24ClF3NO3P
Source: OMol25
Level of theory: the ωB97M-V functional and the def2-TZVPD basis

Orbital gap, eV: 9.92
E_HOMO, eV: -9.2075
SMILES string: N=[PH2]OC(=O)OCCCCl.Fc1ccccc1.Fc1ccccc1.Fc1ccccc1

Geometry as XYZ:
```
55
C22H24ClF3NO3P the ωB97M-V functional and the def2-TZVPD basis
N -2.386 -7.728 -4.647
P -0.916 -8.187 -4.697
O 0.314 -7.093 -4.594
C 0.392 -6.130 -5.567
O -0.058 -6.268 -6.663
O 1.060 -5.057 -5.117
C 0.241 -4.112 -4.377
C 0.210 -4.416 -2.883
C 1.593 -4.809 -2.360
Cl 1.712 -4.595 -0.598
H -2.570 -6.734 -4.608
H -0.567 -8.951 -5.816
H -0.513 -8.980 -3.618
H 0.693 -3.133 -4.567
H -0.771 -4.111 -4.803
H -0.512 -5.203 -2.645
H -0.125 -3.516 -2.350
H 1.809 -5.856 -2.572
H 2.375 -4.205 -2.827
F -1.676 -4.323 -0.282
C -1.846 -3.662 0.884
C -2.547 -4.278 1.899
C -2.718 -3.592 3.094
C -2.190 -2.318 3.254
C -1.486 -1.725 2.216
C -1.307 -2.399 1.016
H -2.950 -5.270 1.750
H -3.265 -4.058 3.902
H -2.326 -1.786 4.186
H -1.075 -0.733 2.340
H -0.755 -1.959 0.196
F -1.461 1.179 3.807
C -1.297 2.333 3.120
C -0.062 2.947 3.141
C 0.099 4.127 2.427
C -0.962 4.668 1.714
C -2.191 4.024 1.710
C -2.369 2.843 2.418
H 0.749 2.507 3.705
H 1.060 4.623 2.424
H -0.826 5.585 1.161
H -3.021 4.443 1.156
H -3.316 2.321 2.428
F 0.656 7.490 1.086
C 1.825 8.067 1.446
C 2.497 8.841 0.523
C 3.696 9.425 0.902
C 4.201 9.229 2.181
C 3.501 8.445 3.087
C 2.299 7.855 2.724
H 2.085 8.977 -0.468
H 4.238 10.037 0.194
H 5.137 9.687 2.469
H 3.891 8.290 4.085
H 1.732 7.245 3.415
```

Entry 2:
Formula: C22H24ClI2OOsPSb
Source: OMol25
Level of theory: the ωB97M-V functional and the def2-TZVPD basis

Orbital gap (spin up / spin down), eV: 6.57 / 2.65
Spin multiplicity: 5
Net charge: +3
Expectation value of S²: 6.041
E_HOMO (spin up / spin down), eV: -16.0929 / -16.0460
Energy relative to the best compared isomer or geometry (same formula, charge and spin), kcal/mol: 110.4

Geometry as XYZ:
```
53
C22H24ClI2OOsPSb the ωB97M-V functional and the def2-TZVPD basis
I -4.016 -1.246 -1.357
I -3.941 1.305 -1.009
Os 1.001 -0.059 -0.115
P 0.442 0.033 -2.164
C -1.045 0.031 -2.996
C 1.387 1.404 -2.915
H 2.361 -1.491 -2.248
H 1.380 -1.395 -3.855
H 0.698 -2.370 -2.435
C 1.323 -1.471 -2.738
H 2.410 1.456 -2.425
H 1.443 1.240 -4.028
H -0.950 0.004 -4.114
H -1.692 0.868 -2.677
H 0.815 2.351 -2.696
H -1.652 -0.845 -2.710
C -0.731 -0.122 0.048
O -1.833 -0.351 0.348
Cl 3.226 0.395 0.110
C 4.279 -0.579 5.528
C 4.309 -1.250 4.257
C 3.256 -1.042 3.422
C 2.274 -0.127 3.835
C 2.268 0.638 5.006
C 3.316 0.382 5.882
Sb 0.373 -0.085 2.773
C -0.941 -1.668 3.460
C -2.232 -1.836 3.098
C -2.970 -2.977 3.516
C -2.341 -3.988 4.292
C -1.032 -3.677 4.797
C -0.384 -2.580 4.426
C -0.674 1.737 3.297
C -1.894 1.633 3.955
C -2.445 2.796 4.447
C -1.772 4.053 4.346
C -0.547 4.088 3.720
C -0.025 2.945 3.120
H 5.009 -0.904 6.196
H 5.148 -1.892 4.040
H 3.128 -1.506 2.427
H 1.404 1.364 5.201
H 3.335 0.960 6.840
H -2.814 -1.065 2.459
H -4.058 -3.073 3.274
H -2.854 -4.876 4.528
H -0.637 -4.383 5.484
H 0.538 -2.289 4.895
H -2.331 0.664 4.137
H -3.396 2.775 4.979
H -2.182 4.930 4.795
H 0.068 5.014 3.749
H 0.932 2.994 2.532
```

> Number 1 is which compound?

C22H24ClF3NO3P